Run A
17
Properties=species:S:1:pos:R:3 method="wB97M-V/def2-TZVPD" e_lumo_ev=-8.0 smiles="CN([NH3+])C(=S)N[NH3+]" charge=+2 multiplicity=1
C -1.7059 -0.7198 -0.0977
N -0.8610 0.4445 0.0724
N -1.4722 1.7350 0.0005
C 0.4833 0.4298 0.0270
S 1.5203 1.6682 -0.0264
N 1.0772 -1.1016 -0.0688
N 2.4843 -1.0338 -0.0186
H -1.5907 -1.4083 0.7409
H -2.7543 -0.4310 -0.1264
H -1.4693 -1.2465 -1.0231
H -1.2284 2.2473 -0.8767
H -2.5066 1.6481 0.0479
H -1.1664 2.3414 0.7921
H 0.6552 -1.6904 0.6400
H 2.7136 0.0394 -0.0533
H 2.8912 -1.4911 -0.8555
H 2.9300 -1.4313 0.8258

---

Run B
17
Properties=species:S:1:pos:R:3 method="wB97M-V/def2-TZVPD" e_lumo_ev="-10.5 / -10.5" charge=+2 multiplicity=1
C -1.1648 -0.2005 0.5040
C 1.0716 -0.5801 -1.3559
N -1.7882 0.8791 0.3731
N 0.8295 -0.3781 0.1626
N -1.5186 1.8770 -0.4613
N 0.9229 -1.6730 0.7676
S 1.4002 0.9754 1.0588
H -1.3741 -1.1317 0.9585
H 1.0568 0.3001 -1.9564
H 2.1314 -0.9923 -1.4313
H 0.4673 -1.4400 -1.7533
H -2.6603 0.9847 0.8281
H -0.6139 1.7117 -0.9543
H -1.8773 2.8279 -0.3376
H 1.5894 -1.7075 1.5519
H 1.0717 -2.2596 -0.0063
H 0.4563 0.8069 2.0519

---

Stability order, top to bottom: run A, run B

---

Run A
7
Properties=species:S:1:pos:R:3 method="wB97M-V/def2-TZVPD" e_lumo_ev="-2.7 / -2.0" charge=0 multiplicity=1
C 0.4731 -1.6061 -0.4201
C -0.4536 0.5355 -0.0493
N 0.0345 -0.5204 -0.6687
O 0.6947 -2.7291 -0.2687
F 0.7358 2.4907 1.1313
H -0.7665 1.1951 -0.7460
H -0.7180 0.6344 1.0215

---

Run B
7
Properties=species:S:1:pos:R:3 method="wB97M-V/def2-TZVPD" e_lumo_ev=0.5 smiles=N#C[C@@H](O)F charge=0 multiplicity=1
N 1.8717 1.5639 -1.1492
C 1.3272 0.6771 -0.6236
C 0.7060 -0.5205 -0.1399
O -0.8527 0.0084 -0.1601
F 0.6563 -1.5842 -0.8869
H 0.6454 -0.7078 0.9241
H -1.2450 0.1533 -0.9861

---

Stability order, top to bottom: run B, run A

---

Run A
21
Properties=species:S:1:pos:R:3 method="wB97M-V/def2-TZVPD" e_lumo_ev=1.1 smiles="CC1=C[C@@H]1[C@@](C)(N)ON" charge=0 multiplicity=1
C -2.6179 0.1122 0.7212
C -1.4339 0.8657 0.3127
C -0.8356 1.8682 -0.2568
C 0.0981 0.9299 0.4473
C 0.9194 -0.0954 -0.3039
C 0.7896 0.0154 -1.8235
N 2.2884 -0.0461 0.1659
O 0.3551 -1.4258 -0.0162
N 0.3111 -1.8017 1.3660
H -2.6917 0.1043 1.8089
H -3.5232 0.5496 0.3013
H -2.5211 -0.9211 0.3891
H -0.8702 2.7523 -0.8475
H 0.5171 1.1799 1.4183
H 1.3137 -0.8169 -2.2896
H 1.2030 0.9615 -2.1658
H -0.2548 -0.0459 -2.1136
H 2.6299 0.9051 0.2047
H 2.8863 -0.6505 -0.3867
H 1.2428 -1.6276 1.7501
H 0.1941 -2.8131 1.3181

---

Run B
21
Properties=species:S:1:pos:R:3 method="wB97M-V/def2-TZVPD" e_lumo_ev=0.2 charge=0 multiplicity=1
C -2.0927 -0.7874 1.1983
C -1.3775 -0.6828 -0.1463
C -1.5545 0.5332 -1.0517
C -0.6454 1.6399 -0.5446
C 0.6804 0.6640 -0.1146
C 1.6617 1.5558 0.9498
H -2.4108 -2.0152 1.5871
H -3.3362 0.2726 1.2100
H -1.0244 -0.2819 2.2988
H -1.5015 -1.5187 -0.6557
H -2.6755 0.8013 -1.1264
H -1.2865 -0.0075 -1.9412
H -1.0632 1.9408 0.3381
H -0.1882 2.3337 -1.3334
H 0.9817 0.6720 -1.3148
H 3.0245 1.4045 0.7648
H 0.9885 2.8016 0.7614
H 1.5649 1.1451 2.0727
N 0.1863 -0.7240 0.1231
N 1.0655 -1.4910 -0.4174
O 2.2664 -1.1975 -0.2933

---

Run C
21
Properties=species:S:1:pos:R:3 method="wB97M-V/def2-TZVPD" e_lumo_ev=1.0 charge=0 multiplicity=1
H 2.0859 -0.7729 2.0259
N 1.4135 -0.5916 1.2800
C 0.8099 0.5106 1.3775
C 1.0201 1.5792 2.4060
C -0.1859 0.8965 0.3054
O -0.0767 1.9767 -0.2499
N -1.1492 0.0210 -0.0373
C -1.4124 -1.2871 0.5037
H 0.1162 1.6910 3.0051
H 1.8592 1.3445 3.0591
H 1.1938 2.5259 1.8967
H -1.6204 0.2494 -0.9519
H -1.3317 -2.0355 -0.2899
H -2.4208 -1.3234 0.9219
H -0.6884 -1.5387 1.2703
C 0.5051 -0.9173 -2.4395
C -0.4178 -0.1765 -3.0401
H 1.1634 -0.5222 -1.6775
H 0.5905 -1.9778 -2.6160
H -0.9827 -0.5516 -3.8785
H -0.4717 0.8997 -2.8709

---

Run D
21
Properties=species:S:1:pos:R:3 method="wB97M-V/def2-TZVPD" e_lumo_ev=0.9 smiles="CNC(N)=O.C#CCC" charge=0 multiplicity=1
C 1.5948 -2.0424 0.0620
N 0.7905 -0.8416 -0.1076
C 1.4302 0.4044 -0.2394
N 2.0406 0.8386 0.8955
O 1.4838 1.0056 -1.2986
H 0.9764 -2.8123 0.5261
H 2.4947 -1.8481 0.6443
H 1.8798 -2.3723 -0.9415
H 0.2217 -0.9613 -0.9378
H 1.5487 0.6010 1.7459
H 2.3068 1.8133 0.8348
C -1.4120 -0.7207 1.8826
C -1.3376 -0.0739 0.8614
C -1.6519 1.2183 -0.0297
C -1.8235 0.9009 -1.5061
H -1.4120 -1.1857 2.8474
H -0.9124 2.0141 0.1042
H -2.5908 1.6105 0.3710
H -1.9464 1.8136 -2.1002
H -0.9760 0.3610 -1.9319
H -2.7055 0.2770 -1.6823

---

Stability order, top to bottom: run C, run D, run A, run B

---

Run A
21
Properties=species:S:1:pos:R:3 method="wB97M-V/def2-TZVPD" e_lumo_ev=0.7 charge=0 multiplicity=1
H -3.8420 -1.2234 -0.3204
N -4.0292 -0.2513 -0.0144
C -2.9926 0.4690 0.2371
N -1.6050 0.2640 0.0588
C -0.8521 -0.9148 -0.3334
C 0.3881 -0.1510 0.1610
O 0.6030 -0.4496 1.5214
C 1.7084 -0.2632 -0.5938
C 2.9163 0.3453 -0.0194
C -0.4765 1.0820 0.1109
H -3.2413 1.5368 0.5786
H -1.1422 -1.8279 0.2583
H -0.7369 -1.1651 -1.4445
H 1.1332 -1.2208 1.6859
H 1.8594 -1.3481 -0.7426
H 1.4323 0.1220 -1.5982
H 2.6950 1.3873 0.2285
H 3.6772 0.4008 -0.8179
H 3.2684 -0.2630 0.8403
H -0.4181 1.7233 0.9821
H -0.3454 1.7476 -0.7784

---

Run B
21
Properties=species:S:1:pos:R:3 method="wB97M-V/def2-TZVPD" e_lumo_ev=0.8 smiles="CC(C)[C@@H](N)C(O)=C=N" charge=0 multiplicity=1
C -1.6139 -0.5061 -1.2366
C -1.0221 0.3529 -0.1344
C -1.3962 -0.0884 1.2688
C 0.7270 1.0374 -0.3567
N 1.0466 2.1262 0.4525
C 1.5741 -0.1504 -0.2280
O 2.9458 0.0550 -0.3652
C 0.9930 -1.3192 0.0002
N 0.8844 -2.4479 0.4965
H -1.2777 -0.1788 -2.2217
H -1.3458 -1.5563 -1.1160
H -2.7070 -0.4555 -1.2194
H -1.4208 1.3633 -0.2630
H -1.0777 -1.1073 1.4803
H -2.4830 -0.0561 1.3902
H -0.9682 0.5712 2.0246
H 0.5684 1.3315 -1.3907
H 1.3514 1.9099 1.3906
H 1.4570 2.9293 0.0005
H 3.4085 -0.6736 0.0643
H 0.3562 -3.1371 -0.0368

---

Run C
21
Properties=species:S:1:pos:R:3 method="wB97M-V/def2-TZVPD" e_lumo_ev=0.8 smiles="CC(C)=C(O)C=C(N)N" charge=0 multiplicity=1
C 0.5212 1.3845 -0.9686
C 1.0518 0.6148 0.2275
C 1.8533 1.4807 1.1574
C 0.7886 -0.6962 0.4251
O 1.3508 -1.4714 1.4054
C -0.1575 -1.4026 -0.4197
C -1.4764 -1.1699 -0.3802
N -2.2483 -1.2609 -1.5111
N -2.1425 -0.7272 0.7350
H -0.3828 1.9398 -0.7006
H 1.2716 2.0994 -1.3238
H 0.2966 0.7414 -1.8265
H 2.0724 0.9989 2.1125
H 2.7962 1.7735 0.6863
H 1.2864 2.3908 1.3868
H 2.1285 -1.0007 1.7462
H 0.2954 -1.9110 -1.2682
H -1.6716 -1.1116 -2.3383
H -2.9351 -0.5095 -1.4666
H -3.0675 -1.1476 0.7501
H -1.6311 -1.0152 1.5711

---

Run D
21
Properties=species:S:1:pos:R:3 method="wB97M-V/def2-TZVPD" e_lumo_ev=0.4 charge=0 multiplicity=1
C -0.5253 -0.7694 -0.4860
C -1.1072 0.5430 1.3735
C -0.3412 -2.1306 0.2449
C 3.0036 0.4801 -0.2515
C -1.7913 1.2371 -0.8353
C 1.4909 0.2968 0.0529
N -1.3719 0.2205 0.1377
N 0.8029 -0.2723 -0.9301
O 1.0471 0.6871 1.2419
H -1.0107 -0.9561 -1.5213
H -1.2230 1.5013 1.8536
H -0.0093 -1.8168 1.2446
H -1.1753 -2.8713 0.3836
H 0.4479 -2.5501 -0.2974
H 3.1680 0.1548 -1.3079
H 3.1944 1.6063 -0.1283
H 3.7122 -0.0337 0.3665
H -2.0821 2.2527 -0.4329
H -2.4580 0.7774 -1.4578
H -0.8823 1.5074 -1.4581
H -1.0426 -0.3209 2.0006

---

Stability order, top to bottom: run C, run A, run D, run B